1.
DFT (ωB97M-V/def2-TZVPD) results for a structure of composition C27H44ClFeN5O2Si3 in a non-equilibrium geometry.

As for the orbital gap (spin up / spin down): 8.4 / 8.6 eV. The expectation value of S² is 6.0103. Its calculated total energy is -110805.9924 eV. As for the max |F|: 1.11 eV/A.

ORCA input file:
```
! RIJCOSX wB97M-V def2-TZVPD def2/J DEFGRID3
* xyz 0 5
Fe 0.02297 -0.07881 -0.06248
C -1.84685 3.55104 2.71080
Si -1.39786 2.27936 1.39745
C -0.82466 3.33849 -0.06708
C -3.02231 1.41288 0.94782
C -0.13412 1.02229 1.89551
Si 1.60968 1.62244 2.19288
C 2.82102 0.18824 2.39966
C 2.31431 2.67861 0.80628
C 1.66795 2.62748 3.78532
Si -0.78185 -0.19622 3.09190
C 0.43629 -1.27032 4.03385
C -1.98183 0.45836 4.38666
C -1.71306 -1.51288 2.08436
C -2.71727 -2.34402 2.57781
C -3.18912 -3.38985 1.80290
C -2.63821 -3.59413 0.54482
C -1.65857 -2.72498 0.10537
N -1.21432 -1.70844 0.85388
H -2.60956 4.24190 2.33837
H -0.97487 4.14404 2.99674
H -2.23742 3.07338 3.61119
H -1.66721 3.74051 -0.63795
H -0.16776 2.79516 -0.74832
H -0.25777 4.19284 0.30873
H -3.66487 2.04549 0.32935
H -3.57986 1.15717 1.85293
H -2.84481 0.47808 0.41168
H 2.51830 -0.66011 1.78509
H 2.89996 -0.14973 3.43364
H 3.81863 0.49299 2.07071
H 2.26927 2.13775 -0.14106
H 3.36983 2.87620 1.01565
H 1.81582 3.64104 0.68570
H 1.37810 2.00549 4.63848
H 0.97968 3.47500 3.74744
H 2.67145 3.01739 3.98066
H 1.06737 -0.68528 4.70725
H 1.08840 -1.82414 3.35625
H -0.11876 -1.99480 4.63586
H -1.56365 1.34385 4.87192
H -2.16369 -0.28908 5.16351
H -2.94445 0.74057 3.95397
H -3.11772 -2.16094 3.56740
H -3.96394 -4.04792 2.17607
H -2.95651 -4.41579 -0.08207
H -1.18501 -2.84021 -0.86006
C 0.10029 0.71052 -2.92304
N -0.97837 -0.00783 -2.18020
C -2.20575 0.83030 -2.20763
N -2.61436 1.16926 -3.56439
C -1.50454 1.86934 -4.21816
N -0.29699 1.04221 -4.28200
C -0.61727 -0.20545 -4.98088
N -1.69037 -0.94639 -4.31267
C -1.27904 -1.24263 -2.94529
C -2.87316 -0.08236 -4.28152
H 0.97938 0.06703 -2.94918
H 0.35373 1.62757 -2.39112
H -2.03083 1.74150 -1.64295
H -3.01107 0.26969 -1.73283
H -1.28195 2.77422 -3.64985
H -1.80071 2.15205 -5.22921
H 0.27791 -0.82803 -5.02569
H -0.93172 0.03028 -5.99849
H -0.38918 -1.86931 -2.95516
H -2.08510 -1.77592 -2.43876
H -3.69001 -0.60997 -3.78625
H -3.17181 0.14664 -5.30514
Cl 7.16086 -4.29498 -2.03421
C 5.67120 -3.45526 -1.72845
C 5.68240 -2.31897 -0.93448
C 4.49285 -1.64669 -0.70614
C 3.30391 -2.11892 -1.25086
C 3.30978 -3.26659 -2.03312
C 4.49572 -3.93702 -2.28306
C 2.02760 -1.39249 -0.98822
O 0.92798 -1.96231 -1.15642
O 2.08497 -0.18637 -0.59192
H 6.61214 -1.96836 -0.50814
H 4.47030 -0.75114 -0.09951
H 2.37573 -3.62952 -2.44145
H 4.51433 -4.82453 -2.90042
*
```

---

2.
DFT (ωB97M-V/def2-TZVPD) results for a cluster of 4 separate species, C27H44F9IN2O15PS in total in a non-equilibrium geometry.

As for the orbital gap: 8.7 eV. Its calculated total energy is -115081.1927 eV. As for the max |F|: 2.78 eV/A.

ORCA input file:
```
! RIJCOSX wB97M-V def2-TZVPD def2/J DEFGRID3
* xyz 1 1
C 0.69470 -8.37226 -1.70417
C 1.46206 -8.20190 -0.36754
C 2.82378 -7.51874 -0.48466
O 2.78463 -6.09902 -0.32125
C 2.42448 -5.49024 -1.53450
C 2.61040 -4.01148 -1.45330
C 3.64056 -3.26867 -1.03538
I 5.43794 -3.99832 -0.29012
N 3.32940 -1.92456 -1.15865
C 4.17242 -0.76979 -0.81047
C 3.35337 0.50555 -0.65396
C 3.14291 1.27113 -1.97936
P 1.74815 2.42176 -1.79920
O 2.07017 3.46515 -0.83609
O 1.51079 3.10032 -3.23462
C 1.05714 2.20254 -4.26385
C 0.54679 2.97301 -5.47991
O 0.46939 1.53698 -1.42977
C -0.78401 2.26451 -1.50818
C -1.91957 1.34925 -1.99440
C 2.11687 -1.82282 -1.64246
N 1.65051 -3.06688 -1.81612
S 0.05228 -3.20863 -2.40337
O -0.12812 -2.13253 -3.30971
O -0.23129 -4.46653 -2.98064
C -1.07856 -2.80003 -0.97924
F -2.28269 -2.79307 -1.53360
F -0.82886 -1.55822 -0.56733
C -1.06872 -3.85809 0.17123
F 0.11834 -4.52338 0.11857
F -2.00561 -4.76079 -0.07589
C -1.17409 -3.26787 1.59871
F -1.08820 -4.30023 2.44473
F -0.12083 -2.48161 1.85656
C -2.49721 -2.47586 1.91339
F -3.52561 -2.85980 1.16425
F -2.28067 -1.17292 1.77679
F -2.81666 -2.72679 3.18154
H 1.22989 -7.95413 -2.55696
H 0.43564 -9.40510 -1.91916
H -0.24381 -7.81921 -1.62119
H 0.84448 -7.74496 0.40369
H 1.66644 -9.21038 -0.00056
H 3.44801 -7.88973 0.32798
H 3.31278 -7.84001 -1.41049
H 2.98061 -5.87257 -2.39796
H 1.36004 -5.67189 -1.70753
H 4.90745 -0.66485 -1.60986
H 4.72995 -0.94765 0.10565
H 3.89748 1.17732 0.00617
H 2.40087 0.30749 -0.15668
H 4.01325 1.88492 -2.19729
H 2.93208 0.60824 -2.82442
H 1.86971 1.55359 -4.60736
H 0.25847 1.53153 -3.93629
H 0.05700 3.89671 -5.17748
H -0.18186 2.34380 -5.98835
H 1.38331 3.19759 -6.13693
H -0.74536 3.11949 -2.18235
H -1.03131 2.63252 -0.51509
H -1.65535 0.29807 -1.92188
H -2.25643 1.63160 -2.98837
H -2.76736 1.50297 -1.32476
H 1.54733 -0.93800 -1.87416
C -3.25535 4.80216 2.93471
O -3.60552 3.41844 2.82788
C -3.04123 2.63804 3.74641
O -2.28838 2.99347 4.61537
O -3.44354 1.38477 3.53776
C -2.90731 0.43896 4.46879
H -3.77694 5.32222 2.13642
H -3.57753 5.20686 3.89208
H -2.18279 4.93868 2.80622
H -3.22317 0.67505 5.48313
H -1.81971 0.41031 4.40644
H -3.30144 -0.53342 4.19796
C 0.41496 2.84132 4.92532
O 0.91980 1.60723 5.45593
C 1.62940 1.74082 6.57528
O 1.86695 2.77169 7.14328
O 2.03277 0.52584 6.95824
C 2.80989 0.52136 8.15758
H -0.13347 2.59688 4.02831
H -0.25341 3.31715 5.62975
H 1.23775 3.50878 4.66538
H 2.23033 0.91007 8.99279
H 3.72193 1.10118 8.02726
H 3.07296 -0.51332 8.35995
C -5.45324 5.47269 -3.65626
O -4.73137 6.43193 -2.88212
C -3.40972 6.37381 -3.02644
O -2.80853 5.60276 -3.73053
O -2.86680 7.31463 -2.25837
C -1.43937 7.37225 -2.31305
H -6.50773 5.62800 -3.44748
H -5.27560 5.62417 -4.71938
H -5.17928 4.45953 -3.36596
H -1.10241 7.59917 -3.32284
H -1.00215 6.43651 -1.96800
H -1.13044 8.17349 -1.64820
*
```

---

3.
DFT (ωB97M-V/def2-TZVPD) results for a cluster of 3 separate species, C27H44F9N4O10PS in total in a non-equilibrium geometry.

As for the SMILES: C#C[C@@](CCCCCOC)(O[C@@](N)(OCCCC)[C@H](CCC(F)(F)C(F)(F)S(F)(F)(F)(F)F)OCP(O)O)c1ccccn1.C[N+](=O)[O-].C[N+](=O)[O-]. As for the orbital gap: 5.3 eV. Its calculated total energy is -99699.2428 eV. As for the max |F|: 9.62 eV/A.

ORCA input file:
```
! RIJCOSX wB97M-V def2-TZVPD def2/J DEFGRID3
* xyz 0 1
C -0.29654 4.05480 -1.10919
C -1.07592 2.95819 -0.67192
C -1.86576 1.55131 -0.39265
C -3.46430 1.89085 -0.77306
C -4.01392 3.26207 -0.05539
C -5.62452 3.07695 0.29766
C -5.76172 3.26191 1.92386
C -6.76686 2.10417 2.57078
O -6.88661 2.45237 4.01302
C -5.78652 1.87295 4.79966
O -1.51496 0.41870 -1.22637
C -0.10216 0.14122 -1.38745
N 0.43837 0.72340 -2.71205
O 0.77307 0.39108 -0.23762
C 2.00419 1.10689 -0.59904
C 2.83380 1.35762 0.83158
C 2.94432 2.99874 1.11156
C 2.91693 3.36670 2.73165
C 0.00657 -1.51198 -1.64502
C -0.91865 -2.40182 -0.63625
C -0.51198 -2.34558 0.94609
C 0.90745 -3.05954 1.34580
F 1.15283 -4.10182 0.27600
F 2.07468 -2.11332 1.18532
C 0.91055 -3.89134 2.74978
F 2.00042 -4.93022 2.61819
F -0.34416 -4.68732 2.97277
S 1.26393 -2.94103 4.30296
F 0.73127 -1.43735 3.69672
F 2.91284 -2.66347 3.93864
F 1.72769 -4.45252 5.05168
F -0.35539 -3.30127 4.85820
F 1.52688 -2.17544 5.81652
O 1.42171 -1.90065 -1.72359
C 1.64652 -3.01277 -2.66488
P 1.74396 -2.49134 -4.50140
O 0.19076 -2.85662 -5.22493
O 2.19026 -0.82009 -4.70598
C -1.93164 1.21472 1.24606
C -2.97190 0.03304 1.68912
C -3.03910 -0.31091 3.32332
C -2.00996 0.54702 4.30950
C -1.06176 1.66266 3.57463
N -1.01358 2.02318 2.11686
H 0.35091 4.93241 -1.58276
H -4.16223 0.95699 -0.65721
H -3.43405 2.12517 -1.94338
H -3.97135 4.13729 -0.86628
H -3.37127 3.63933 0.84901
H -6.29302 3.86804 -0.29530
H -6.03717 2.01633 -0.00229
H -6.15326 4.34459 2.13239
H -4.73389 3.13086 2.47231
H -7.81007 2.16621 2.03219
H -6.27747 1.05034 2.41721
H -4.71381 2.06595 4.37377
H -5.94018 0.70683 4.85083
H -5.82554 2.39760 5.86504
H 0.33940 1.75912 -2.73672
H -0.25267 0.38188 -3.44628
H 2.71708 0.49522 -1.32396
H 1.81608 2.20759 -1.02134
H 2.17000 0.92590 1.69317
H 3.88500 0.83081 0.82442
H 2.03113 3.59755 0.64418
H 3.92878 3.44033 0.60746
H 1.84709 3.18682 3.21893
H 3.09784 4.53964 2.80580
H 3.77485 2.85910 3.34451
H -0.44000 -1.67111 -2.74074
H -0.92589 -3.50998 -1.08209
H -2.06448 -2.06860 -0.69292
H -0.46454 -1.23673 1.38134
H -1.41261 -2.85656 1.54045
H 2.66394 -3.52632 -2.37209
H 0.78365 -3.79760 -2.48370
H -0.21324 -1.99435 -5.59192
H 2.66600 -0.67106 -5.58799
H -3.68099 -0.58238 0.98972
H -3.77541 -1.12673 3.76910
H -1.93608 0.37347 5.47460
H -0.32621 2.26996 4.29358
C 5.77381 -1.76416 -1.42100
N 5.32046 -1.68145 -2.83573
O 5.44954 -0.59336 -3.40867
O 4.84793 -2.71119 -3.33103
H 6.16481 -0.79062 -1.11779
H 4.90909 -2.03871 -0.81346
H 6.55392 -2.52636 -1.36903
C 5.77505 -1.84829 -7.16813
N 4.37462 -2.29499 -7.39845
O 3.48134 -1.45154 -7.25880
O 4.21173 -3.47970 -7.71299
H 5.76865 -0.78973 -6.89976
H 6.18312 -2.45019 -6.35361
H 6.32852 -2.00773 -8.09574
*
```